Entry one
A structure of composition C4H11N3. Source: OMol25; level of theory: the ωB97M-V functional and the def2-TZVPD basis.

The geometry in XYZ format:
```
18
Properties=species:S:1:pos:R:3:mulliken_charge:R:1
H -3.2385 -0.0449 -0.9813 0.23
C 0.3645 -0.5022 -0.0737 0.49
H -3.2468 -0.8366 0.4437 0.22
H 3.4975 0.8490 -0.3579 0.18
H 0.2399 0.9845 1.4147 0.32
C -1.9796 0.7663 0.4440 -0.45
H 2.3994 -1.7328 0.0455 0.27
N -0.1554 -1.4575 -0.7029 -0.79
C 2.1915 -0.6801 0.2435 -0.60
H 2.8324 -0.2395 -1.6458 0.19
H -2.2569 1.7042 -0.0410 0.27
H -1.1950 -1.3059 -0.7300 0.57
N -2.6385 -0.3531 -0.2148 -0.59
H -2.2552 0.8335 1.4986 0.28
N 2.8473 0.1522 -0.7066 -0.45
H 2.5096 -0.4963 1.2684 0.39
C -0.0741 0.7756 0.3934 -0.79
H 0.1578 1.5837 -0.2978 0.27
```

Properties
Frontier orbital gap in eV: 8.14

---

Entry two
A structure of composition C4H11N3. Source: OMol25; level of theory: the ωB97M-V functional and the def2-TZVPD basis.

The geometry in XYZ format:
```
18
Properties=species:S:1:pos:R:3:mulliken_charge:R:1
H 0.8366 -1.1003 1.1829 0.31
N -0.8980 -0.9917 -0.8356 -0.50
H 1.5360 2.1171 1.2461 0.22
H 0.0732 2.6204 1.8072 0.25
H 1.8389 0.1075 -1.9202 0.28
H -0.7727 0.4976 1.6063 0.30
H 1.1299 1.6315 -1.3702 0.37
C -1.2998 -2.0155 0.1025 -0.79
H 0.2493 0.6814 -2.5185 0.34
C 0.0139 0.7898 0.9115 -0.36
H -2.1077 -2.5873 -0.3543 0.30
H -1.0607 0.3102 -0.7824 0.38
H -1.6899 -1.6178 1.0510 0.26
C 0.2080 -0.1538 -0.5543 0.63
H -0.4984 -2.7299 0.3478 0.29
N 0.9996 -0.2526 0.6515 -0.67
N 0.5354 2.0885 1.0826 -0.51
C 0.9065 0.6049 -1.6539 -1.10
```

Properties
Frontier orbital gap in eV: 7.91

---

Stability summary: most stable entry one, least stable entry two.

---

Entry one
A cluster of 2 separate species, C4H11N3 in total. Source: OMol25; level of theory: the ωB97M-V functional and the def2-TZVPD basis.

The geometry in XYZ format:
```
18
Properties=species:S:1:pos:R:3:mulliken_charge:R:1
H 0.5981 -0.8417 2.5126 0.35
N 2.0843 -0.4817 0.1649 -0.87
C 0.2237 1.6265 0.8779 -1.52
H 0.2519 -2.2204 1.4673 0.39
H -0.7206 2.1795 0.9647 0.37
N -0.0241 -0.6849 -0.9017 -0.19
N -1.5850 0.0745 -2.4562 -0.37
H 0.9514 2.1343 0.2391 0.37
H -2.1500 0.8467 -2.7668 0.23
C 0.8364 -0.4273 0.4286 0.55
C 0.1373 -1.1354 1.5698 -1.27
H -0.7978 1.1072 -0.6519 0.17
H -1.5463 -0.7438 -3.0513 0.22
H 0.6082 1.5863 1.8993 0.39
H -0.9197 -0.8818 1.6006 0.33
H 0.2831 -1.4590 -1.4793 0.31
C -0.8401 0.2064 -1.3578 0.33
H 2.6093 -0.8855 0.9402 0.20
```

Properties
Frontier orbital gap in eV: 6.84

---

Entry two
A cluster of 2 separate species, C4H11N3 in total. Source: OMol25; level of theory: the ωB97M-V functional and the def2-TZVPD basis.

The geometry in XYZ format:
```
18
Properties=species:S:1:pos:R:3:mulliken_charge:R:1
H -2.4882 1.1709 0.9770 0.31
C 1.3150 1.3696 1.7301 -0.93
H 0.4526 -2.8424 -0.0494 0.29
N -0.6639 2.2222 0.6306 -0.28
C 0.2889 1.2558 0.8938 0.49
H -2.6074 2.6182 -0.0089 0.31
H -0.7079 2.9575 1.3193 0.24
H 2.2327 -3.5602 -1.3541 0.23
H 0.1663 0.3710 0.2793 -0.10
N 1.4448 -3.1597 -1.8304 -0.45
N -0.2392 -1.6068 -1.5896 -0.74
C 0.5033 -2.5021 -1.0849 0.15
H 1.4385 2.2720 2.3167 0.24
H 2.0179 0.5678 1.8889 0.26
H 1.6204 -2.7416 -2.7310 0.25
C -1.9758 1.7592 0.2073 -0.83
H -1.8753 1.1483 -0.6907 0.27
H -0.9227 -1.2995 -0.9041 0.27
```

Properties
SMILES: [H]/N=C/N.C=CNC
Frontier orbital gap in eV: 8.95

---

Stability summary: most stable entry two, least stable entry one.

---

Entry one
The molecule C4H11N3. Source: OMol25; level of theory: the ωB97M-V functional and the def2-TZVPD basis.

The geometry in XYZ format:
```
18
Properties=species:S:1:pos:R:3:mulliken_charge:R:1
H -0.6057 1.2567 2.3659 0.34
H -2.0551 -1.5285 -0.2527 0.34
H 0.6613 -1.3562 -2.0366 0.24
H -0.3561 -0.4886 2.4561 0.33
C -0.0048 0.4052 0.5293 0.70
H -0.9472 -2.1004 1.0161 0.36
H 1.5998 2.9214 -0.7468 0.24
N -0.0924 -0.7019 -0.2929 0.16
H -0.7278 -2.6393 -0.6467 0.31
H 1.6068 1.3228 -1.5445 0.30
C -0.7476 0.3183 1.8392 -1.23
H 2.5922 1.6146 -0.0985 0.22
H -0.5615 -0.2621 -2.2523 0.20
C -1.0124 -1.7879 -0.0234 -1.00
N 0.2672 -0.4811 -1.6970 -0.64
N 0.5563 1.5125 0.2930 -0.47
C 1.6382 1.8411 -0.5842 -0.68
H -1.8111 0.1534 1.6760 0.27
```

Properties
SMILES: C/N=C(/C)N(C)N
Frontier orbital gap in eV: 8.84

---

Entry two
The molecule C4H11N3. Source: OMol25; level of theory: the ωB97M-V functional and the def2-TZVPD basis.

The geometry in XYZ format:
```
18
Properties=species:S:1:pos:R:3:mulliken_charge:R:1
C -0.3584 0.7727 1.4298 -1.59
H -0.5268 -0.8959 -1.3804 0.25
H -2.7547 0.9515 -0.4524 0.25
H 2.0496 -0.2642 1.6920 0.22
H 3.1411 -0.0140 0.4549 0.24
H 1.0825 -0.0372 -2.1758 0.27
N 2.2884 -0.4903 0.7363 -0.57
H -2.6274 -0.6146 0.3922 0.30
N 1.7980 -0.2429 -1.4900 -0.61
H -0.8860 0.0390 2.0468 0.30
H 0.5068 1.1319 1.9919 0.41
C -2.3947 -0.0798 -0.5350 -0.86
H -1.0282 1.6275 1.2807 0.39
C 0.0345 0.1910 0.0939 0.55
N -0.9707 -0.1107 -0.8138 -0.38
C 1.2892 -0.3136 -0.1960 0.27
H 2.2964 -1.0971 -1.7177 0.22
H -2.9395 -0.5533 -1.3573 0.34
```

Properties
SMILES: CNC(C)=C(N)N
Frontier orbital gap in eV: 6.98

---

Entry three
The molecule C4H11N3. Source: OMol25; level of theory: the ωB97M-V functional and the def2-TZVPD basis.

The geometry in XYZ format:
```
18
Properties=species:S:1:pos:R:3:mulliken_charge:R:1
H -2.9517 -0.6252 0.8208 0.35
H 1.9283 -0.3498 1.5676 0.23
H -1.4429 1.1188 -1.2863 0.24
H 0.1809 -1.1476 -1.1245 0.31
C 1.3159 0.1304 -0.2387 0.51
H 2.4493 1.3045 1.0275 0.19
C -2.0963 -0.4622 0.1521 -0.26
H -1.7058 1.8369 0.3069 0.30
C -2.0920 0.9712 -0.3119 -1.01
C -0.8445 -1.0403 0.7010 -0.75
N 0.3485 -0.9224 -0.1424 -0.30
N 1.7794 0.6548 -1.3433 -0.73
H -3.1978 1.1604 -0.5118 0.30
H -0.4752 -0.5940 1.6054 0.43
H -0.9277 -2.1306 0.8867 0.25
H -2.2923 -1.0710 -0.8029 0.22
N 1.9043 0.4741 1.0295 -0.46
H 2.5105 1.4585 -1.1111 0.20
```

Properties
SMILES: [H]/N=C(\N)NCCC
Frontier orbital gap in eV: 9.66

---

Stability summary: most stable entry three, least stable entry one.

---

Entry one
The ion C7H12NOS with charge +1. Source: OMol25; level of theory: the ωB97M-V functional and the def2-TZVPD basis.

The geometry in XYZ format:
```
22
Properties=species:S:1:pos:R:3:mulliken_charge:R:1
H -2.8865 -0.2977 -1.3409 0.37
H 3.3270 -0.7899 0.6488 0.43
H -2.9390 -1.1519 0.2725 0.30
N -1.0355 -1.1187 -0.4493 -0.11
H 0.8836 0.2195 -1.7523 0.54
C -2.3208 -0.3949 -0.4160 -0.60
H 2.4117 -0.2032 1.9888 0.30
H -0.7788 -1.2474 -1.4300 0.38
C -0.0034 -0.2126 0.2196 0.06
H -3.1275 1.5083 0.4706 0.48
H 0.4508 1.7658 -1.0481 0.31
H -1.7205 1.5719 -0.5550 0.26
C 2.0385 1.0213 0.0360 -0.78
C -2.2262 1.0008 0.1723 -0.60
C 1.1764 -1.1831 0.6111 0.56
H 1.7507 1.8289 0.7305 0.37
H 2.8625 1.0282 -0.6731 0.37
S -1.0291 0.6652 1.5205 -0.06
C 0.8043 0.7042 -0.8155 -0.74
H -1.0441 -2.0051 0.1801 0.42
O 1.0227 -2.3841 0.7208 -0.54
C 2.3833 -0.3254 0.9084 -0.74
```

Properties
SMILES: O=C1CCC[C@@]12[NH2+]CCS2
Frontier orbital gap in eV: 10.05
Total charge: +1

---

Entry two
The ion C7H12NOS with charge +1. Source: OMol25; level of theory: the ωB97M-V functional and the def2-TZVPD basis.

The geometry in XYZ format:
```
22
Properties=species:S:1:pos:R:3:mulliken_charge:R:1
H -0.5534 2.1674 -1.2056 0.30
S 1.0561 0.1317 -2.9670 -0.29
H -0.0841 -1.4546 2.6065 0.34
H -2.7737 -0.2725 -1.5998 0.37
H -1.8419 -0.1303 0.3765 0.39
C 0.8819 -0.5789 0.9747 0.40
H 1.2901 -0.3880 3.0749 0.39
H -0.2580 0.4044 2.4775 0.29
C -1.6960 -0.4333 -1.5680 -0.72
C 1.2856 -0.1989 -1.4401 0.46
H -1.1879 2.2000 0.5779 0.30
H 2.8100 -1.8179 0.7897 0.32
O 2.4047 -0.6275 -0.8677 -0.40
H -1.3558 -1.5119 -1.3017 0.35
H -1.0599 0.1255 -2.2953 0.23
C 0.1493 -0.2382 -0.0956 -0.10
H 3.0169 -0.1559 1.0382 0.37
N -1.2345 0.2429 -0.3110 0.01
H -2.3471 2.1213 -0.8288 0.35
C 2.4018 -0.8322 0.5854 -0.52
C -1.3597 1.7853 -0.4455 -0.60
C 0.4556 -0.5382 2.4248 -1.24
```

Properties
SMILES: CC1=C([NH+](C)C)C(=S)OC1
Frontier orbital gap in eV: 9.16
Total charge: +1

---

Stability summary: most stable entry one, least stable entry two.

---

Entry one
The molecule C2H3ClFNO. Source: OMol25; level of theory: the ωB97M-V functional and the def2-TZVPD basis.

The geometry in XYZ format:
```
9
Properties=species:S:1:pos:R:3:mulliken_charge:R:1
H -0.6642 -0.7322 -0.1809 0.29
H 0.0847 0.4838 0.8175 0.27
O 2.1177 -0.7534 1.8925 -0.44
Cl 2.1151 -0.3948 -1.7569 -0.10
C 0.1345 -0.0834 -0.1962 -0.64
N 1.3492 -0.8445 -0.3277 -0.04
F 3.4475 -1.5072 0.2629 -0.21
H 0.0570 0.5071 -1.1105 0.27
C 2.3335 -0.9819 0.7488 0.62
```

Properties
SMILES: CN(Cl)C(=O)F
Frontier orbital gap in eV: 10.65

---

Entry two
The molecule C2H3ClFNO. Source: OMol25; level of theory: the ωB97M-V functional and the def2-TZVPD basis.

The geometry in XYZ format:
```
9
Properties=species:S:1:pos:R:3:mulliken_charge:R:1
C 0.0085 -0.7153 -0.1523 0.31
O -0.9543 2.4945 -0.5842 -0.38
H -2.0119 2.6933 -0.8741 0.42
F 0.4599 -1.2622 -1.2987 -0.22
H 0.8478 1.3030 -0.8356 0.48
H -1.1502 -0.8838 -0.2846 0.20
Cl 0.7521 -1.2532 1.4177 -0.17
N -1.0435 1.3558 -0.2856 -0.26
C 0.0463 0.7327 -0.4719 -0.38
```

Properties
SMILES: O/N=C/[C@@H](F)Cl
Frontier orbital gap in eV: 10.18

---

Stability summary: most stable entry one, least stable entry two.